(1)
The following is a DFT calculation (wB97M-V/def2-TZVPD) of a structure of composition C5H8O.

Values from the calculation:
LUMO (hartree): -0.015
Spin multiplicity: 1
Total charge: 0
E_tot (eV): -7357.0533

Each line ends with the Mulliken charge.
CARTESIAN COORDINATES (ANGSTROEM)
O 1.773 0.615 -1.736  -0.598
C 1.233 0.002 -0.827  0.715
C 0.909 -1.327 -0.599  -1.087
C 0.584 1.079 0.332  -0.731
C -0.813 0.804 0.132  0.072
C -1.309 -0.444 0.542  -0.721
H -2.192 -0.890 0.096  0.285
H -1.361 1.326 -0.650  0.347
H 0.908 2.083 0.065  0.295
H -0.811 -0.964 1.350  0.362
H -1.712 0.684 1.130  0.199
H 0.889 -1.767 0.390  0.256
H 1.054 -2.004 -1.435  0.309
H 0.987 0.753 1.295  0.297

(2)
The following is a DFT calculation (wB97M-V/def2-TZVPD) of an isolated molecule of C5H8O.

Values from the calculation:
LUMO (hartree): 0.040
SMILES: O=CCC1CC1
Spin multiplicity: 1
Total charge: 0
E_tot (eV): -7360.9756

Each line ends with the Mulliken charge.
CARTESIAN COORDINATES (ANGSTROEM)
O 1.736 1.439 -1.030  -0.459
C -1.268 0.596 -0.396  -0.524
C 1.004 -0.316 0.452  -0.800
C -1.574 -0.730 0.238  -0.638
C -0.231 -0.486 -0.395  0.161
C 1.937 0.760 -0.053  0.014
H -1.742 0.849 -1.339  0.235
H 1.581 -1.251 0.519  0.351
H 0.744 -0.064 1.494  0.266
H -2.267 -1.397 -0.266  0.254
H 2.862 0.901 0.548  0.353
H -1.098 1.449 0.257  0.213
H -1.628 -0.775 1.324  0.225
H -0.055 -0.975 -1.351  0.351

(3)
The following is a DFT calculation (wB97M-V/def2-TZVPD) of an isolated molecule of C5H8O at a distorted geometry.

Values from the calculation:
LUMO (hartree): 0.038
SMILES: C[C@H]1C[C@H]1C=O
Spin multiplicity: 1
Total charge: 0
E_tot (eV): -7359.8904

Each line ends with the Mulliken charge.
CARTESIAN COORDINATES (ANGSTROEM)
O 0.577 -1.171 1.820  -0.531
C 1.054 -0.449 0.965  -0.028
C -0.254 0.510 -0.784  0.083
C -0.976 1.036 0.422  -0.631
C 0.510 0.864 0.477  -0.186
C -0.215 -1.012 -0.911  -1.293
H -1.339 2.060 0.381  0.279
H 1.939 -0.767 0.371  0.375
H -1.609 0.349 0.977  0.211
H -0.204 1.138 -1.680  0.370
H -0.047 -1.481 0.096  0.294
H -1.166 -1.470 -1.136  0.376
H 1.176 1.718 0.579  0.359
H 0.570 -1.333 -1.608  0.321

(4)
The following is a DFT calculation (wB97M-V/def2-TZVPD) of an isolated molecule of C5H8O.

Values from the calculation:
LUMO (hartree): 0.041
SMILES: O=CC1CCC1
Spin multiplicity: 1
Total charge: 0
E_tot (eV): -7361.0649

Each line ends with the Mulliken charge.
CARTESIAN COORDINATES (ANGSTROEM)
O -1.386 -2.085 0.518  -0.476
C 0.018 1.115 -0.938  -0.410
C -0.881 0.756 0.266  -0.802
C 0.993 -0.021 -0.551  -0.760
C -0.316 -1.681 0.910  -0.232
C 0.166 -0.264 0.754  0.343
H -1.817 0.262 -0.010  0.257
H 0.403 -2.381 1.389  0.347
H 0.464 2.111 -0.871  0.233
H 0.977 -0.870 -1.243  0.282
H 0.719 0.032 1.652  0.412
H 2.033 0.275 -0.391  0.273
H -1.099 1.571 0.962  0.269
H -0.450 1.014 -1.922  0.262

(5)
The following is a DFT calculation (wB97M-V/def2-TZVPD) of an isolated molecule of C5H8O.

Values from the calculation:
LUMO (alpha / beta) (hartree): 0.018 / 0.018
SMILES: C=C=C(C)OC
Spin multiplicity: 1
Total charge: 0
E_tot (eV): -7358.1611

Each line ends with the Mulliken charge.
CARTESIAN COORDINATES (ANGSTROEM)
O 0.532 0.713 0.043  -0.374
C -0.877 -0.234 1.757  -1.141
C -0.718 0.095 0.318  0.442
C -1.404 0.022 -0.800  -0.214
C 1.592 -0.180 -0.202  -0.751
C -0.916 0.437 -1.953  -0.254
H 1.260 -1.129 -0.654  0.358
H -1.866 -0.614 2.014  0.331
H 2.308 0.298 -0.883  0.233
H 2.089 -0.384 0.748  0.290
H -0.919 1.493 -2.213  0.260
H -0.289 -0.223 -2.548  0.266
H -0.121 -0.974 2.052  0.268
H -0.671 0.680 2.323  0.287

(6)
The following is a DFT calculation (wB97M-V/def2-TZVPD) of an isolated molecule of C5H8O.

Values from the calculation:
LUMO (hartree): 0.037
SMILES: O[C@@]12CC[C@@H]1C2
Spin multiplicity: 1
Total charge: 0
E_tot (eV): -7360.3401

Each line ends with the Mulliken charge.
CARTESIAN COORDINATES (ANGSTROEM)
O 0.626 0.153 2.035  -0.541
C -0.506 1.191 -0.007  -0.535
C 0.063 0.573 -1.319  -0.648
C 0.763 -0.499 -0.484  -0.254
C -0.300 -1.311 0.206  -0.868
C 0.087 0.021 0.766  0.536
H 0.067 -2.162 0.777  0.328
H 0.038 2.105 0.250  0.274
H 0.728 1.236 -1.876  0.275
H 1.790 -0.834 -0.582  0.389
H 0.129 -0.417 2.633  0.344
H -1.585 1.376 0.066  0.264
H -1.262 -1.472 -0.282  0.192
H -0.694 0.176 -2.006  0.243

Per-record energy relative to the best compared isomer or geometry (same formula, charge and spin), kcal per mole: 120.0; 29.5; 54.5; 27.5; 94.4; 44.2